Record 1
The following is a quantum chemistry calculation of a molecular structure, C2H7O3Pr, from the Open Molecules 2025 dataset.

Computed properties:
<S²>: 3.7527
Lowest unoccupied orbital energy (spin up / spin down) in eV: -5.46 / -5.50
Total energy in a.u.: -822.6827
HOMO-LUMO gap (spin up / spin down) in eV: 6.586 / 6.568
Molecular weight in g mol⁻¹: 219.983
Relative energy (zero: lowest compared OMol25 entry of this formula, charge and spin) in kJ/mol: 296.6

```
! wB97M-V def2-TZVPD RIJCOSX def2/J DEFGRID3
* xyz 1 4
O -0.573 -0.599 -1.957
H -0.252 0.290 -2.126
C 0.895 1.306 0.535
O 0.973 -0.013 1.019
C 0.437 -0.982 0.151
H -0.138 1.633 0.332
H 1.251 1.970 1.332
H 1.458 1.396 -0.410
H 0.601 -1.949 0.657
H 1.227 -1.113 -0.618
Pr -3.115 -0.437 1.786
O -1.315 -0.864 0.382
H -1.449 -0.638 -1.082
*
```



Record 2
The following is a quantum chemistry calculation of a molecular structure, C2H7O3Tl, from the Open Molecules 2025 dataset.

Computed properties:
Lowest unoccupied orbital energy in eV: -14.01
Total energy in a.u.: -477.6776
HOMO-LUMO gap in eV: 4.117
Molecular weight in g mol⁻¹: 283.458
Relative energy (zero: lowest compared OMol25 entry of this formula, charge and spin) in kJ/mol: 9.1

```
! wB97M-V def2-TZVPD RIJCOSX def2/J DEFGRID3
* xyz 2 1
O 0.380 -0.685 0.172
C 1.453 0.264 0.140
C 1.129 1.427 -0.780
O 2.200 2.336 -0.676
H 0.310 -1.277 -0.653
H 2.362 -0.258 -0.185
H 1.592 0.620 1.168
H 0.177 1.888 -0.465
H 1.009 1.059 -1.813
H 2.011 3.119 -1.200
Tl -1.211 -0.697 1.253
O -2.579 -1.562 0.423
H -3.427 -1.199 0.170
*
```



Record 3
The following is a quantum chemistry calculation of 2 unconnected molecules or ions with the total composition C2H7OPS2, from the Open Molecules 2025 dataset.

Computed properties:
Lowest unoccupied orbital energy (spin up / spin down) in eV: -2.04 / -1.84
Total energy in a.u.: -1293.2626
HOMO-LUMO gap (spin up / spin down) in eV: 7.186 / 6.873
Molecular weight in g mol⁻¹: 142.185
Relative energy (zero: lowest compared OMol25 entry of this formula, charge and spin) in kJ/mol: 391.6

```
! wB97M-V def2-TZVPD RIJCOSX def2/J DEFGRID3
* xyz 0 1
C 3.184 0.778 0.467
C -3.483 -1.134 -0.053
O 1.979 1.332 -0.047
P 1.010 0.381 -1.000
S 0.679 -1.281 -0.024
S -2.892 0.590 -0.087
H 2.988 -0.289 0.622
H 3.314 1.395 1.483
H 4.068 1.115 -0.165
H -4.575 -1.159 0.371
H -2.759 -1.638 0.538
H -3.619 -1.525 -1.121
H 0.104 1.436 -0.983
*
```



Record 4
The following is a quantum chemistry calculation of 2 unconnected molecules or ions with the total composition C2H7OS, from the Open Molecules 2025 dataset.

Computed properties:
Lowest unoccupied orbital energy in eV: 4.04
Total energy in a.u.: -553.7646
HOMO-LUMO gap in eV: 5.640
Molecular weight in g mol⁻¹: 79.144
Relative energy (zero: lowest compared OMol25 entry of this formula, charge and spin) in kJ/mol: 260.8

```
! wB97M-V def2-TZVPD RIJCOSX def2/J DEFGRID3
* xyz -1 1
O 1.805 -1.630 -0.601
H 1.657 -0.933 0.052
C -0.675 0.869 -1.287
S -0.807 -0.079 0.172
C 0.081 1.014 1.491
H -1.514 1.625 -1.350
H 0.032 0.578 -2.068
H 0.883 -1.681 -0.899
H -0.724 1.630 1.851
H 0.695 0.372 2.097
H 0.520 1.562 0.654
*
```



Record 5
The following is a quantum chemistry calculation of 2 unconnected molecules or ions with the total composition C2H7OS, from the Open Molecules 2025 dataset.

Computed properties:
Lowest unoccupied orbital energy in eV: 3.98
Total energy in a.u.: -553.7822
HOMO-LUMO gap in eV: 5.831
Molecular weight in g mol⁻¹: 79.144
Relative energy (zero: lowest compared OMol25 entry of this formula, charge and spin) in kJ/mol: 214.7

```
! wB97M-V def2-TZVPD RIJCOSX def2/J DEFGRID3
* xyz -1 1
O -1.817 0.823 2.277
H -1.216 0.271 1.498
C -0.287 -0.580 0.578
S 0.789 0.611 -0.142
C 1.082 0.069 -1.867
H -1.088 -0.926 -0.056
H 0.292 -1.096 1.325
H -1.213 0.922 3.015
H 1.291 -0.984 -1.895
H 1.957 0.595 -2.259
H 0.210 0.296 -2.475
*
```



Record 6
The following is a quantum chemistry calculation of 2 unconnected molecules or ions with the total composition C2H7OS, from the Open Molecules 2025 dataset.

Computed properties:
Lowest unoccupied orbital energy in eV: 3.62
Total energy in a.u.: -553.7459
HOMO-LUMO gap in eV: 5.045
Molecular weight in g mol⁻¹: 79.144
Relative energy (zero: lowest compared OMol25 entry of this formula, charge and spin) in kJ/mol: 309.8

```
! wB97M-V def2-TZVPD RIJCOSX def2/J DEFGRID3
* xyz -1 1
O 2.459 -0.158 3.347
H 3.204 -0.610 2.877
C -2.204 -0.039 -1.497
S -0.803 0.529 -1.040
C 0.694 -0.562 -0.431
H -3.028 -0.147 -0.857
H -2.464 -0.541 -2.352
H 1.708 -0.122 2.762
H 0.573 -1.574 -0.751
H 1.493 -0.053 -0.846
H 0.741 -0.551 0.594
*
```



Record 7
The following is a quantum chemistry calculation of 2 unconnected molecules or ions with the total composition C2H7OS, from the Open Molecules 2025 dataset.

Computed properties:
Lowest unoccupied orbital energy in eV: 4.00
Total energy in a.u.: -553.7799
HOMO-LUMO gap in eV: 5.310
Molecular weight in g mol⁻¹: 79.144
Relative energy (zero: lowest compared OMol25 entry of this formula, charge and spin) in kJ/mol: 220.6

```
! wB97M-V def2-TZVPD RIJCOSX def2/J DEFGRID3
* xyz -1 1
O -1.243 1.568 1.515
H -1.181 0.780 2.085
C 0.639 -0.319 -1.563
C 0.027 -0.619 -0.205
S 0.755 -1.014 1.285
H 0.456 -1.168 -2.236
H 1.698 -0.104 -1.414
H 0.099 0.535 -1.992
H -1.024 1.104 0.678
H -1.038 -0.875 -0.231
H 0.812 0.111 2.078
*
```



Record 8
The following is a quantum chemistry calculation of 3 unconnected molecules or ions with the total composition C2H7OS2, from the Open Molecules 2025 dataset.

Computed properties:
Lowest unoccupied orbital energy in eV: 3.66
Total energy in a.u.: -951.9962
HOMO-LUMO gap in eV: 6.055
Molecular weight in g mol⁻¹: 111.211
Relative energy (zero: lowest compared OMol25 entry of this formula, charge and spin) in kJ/mol: 169.7

```
! wB97M-V def2-TZVPD RIJCOSX def2/J DEFGRID3
* xyz -1 1
C 1.930 -0.144 1.387
O 2.929 -0.442 2.001
H 0.962 -0.565 1.694
H 2.725 5.069 -0.802
H 1.804 0.541 0.524
C -2.787 0.527 -0.802
S -1.166 0.390 0.041
S -0.083 -0.999 -1.031
H -3.160 -0.457 -1.046
H -2.532 0.963 -1.759
H -3.468 1.019 -0.102
H 2.944 5.163 -1.508
*
```